Density functional theory data (the ωB97M-V functional and the def2-TZVPD basis) for C22H36N4O3 in the gas phase.

Calculated values
ΔE to the lowest compared entry with this formula, charge and spin	2.8	kcal per mole
SMILES string	COCCCCC(=O)N[C@H]1CC[C@@H](N(C)C(=O)c2cnc3n2CC[C@@H](C)C3)CC1

ORCA input file:
```
! RIJCOSX wB97M-V def2-TZVPD def2/J DEFGRID3
* xyz 0 1
C -1.827 -2.069 0.793
O -2.359 -1.338 -0.286
C -2.589 -2.138 -1.430
C -2.866 -1.205 -2.592
C -1.611 -0.444 -3.026
C -1.914 0.849 -3.774
C -2.492 2.011 -2.977
O -2.866 3.027 -3.542
N -2.545 1.869 -1.632
C -2.921 2.978 -0.765
C -3.312 2.440 0.605
C -2.141 1.729 1.279
C -0.896 2.617 1.351
N 0.261 1.876 1.886
C 1.216 2.705 2.614
C 0.662 0.727 1.256
O 0.174 0.335 0.199
C 1.659 -0.109 1.948
C 1.935 -0.306 3.277
N 2.797 -1.344 3.447
C 3.060 -1.777 2.230
N 2.391 -1.079 1.284
C 2.442 -1.350 -0.152
C 3.653 -2.209 -0.475
C 3.758 -3.407 0.465
C 4.860 -4.367 0.042
C 3.992 -2.891 1.884
C -0.557 3.298 0.018
C -1.769 3.974 -0.612
H -1.690 -1.380 1.624
H -2.504 -2.874 1.102
H -0.853 -2.503 0.535
H -1.702 -2.756 -1.633
H -3.434 -2.816 -1.250
H -3.270 -1.773 -3.433
H -3.646 -0.508 -2.276
H -0.981 -0.240 -2.154
H -1.011 -1.090 -3.672
H -1.003 1.249 -4.227
H -2.604 0.674 -4.602
H -2.129 1.052 -1.209
H -3.767 3.478 -1.237
H -3.648 3.282 1.217
H -4.155 1.751 0.511
H -2.419 1.443 2.298
H -1.918 0.808 0.750
H -1.097 3.399 2.091
H 2.172 2.200 2.704
H 1.373 3.644 2.079
H 0.847 2.939 3.615
H 1.529 0.236 4.117
H 1.518 -1.850 -0.446
H 2.469 -0.401 -0.685
H 3.573 -2.540 -1.513
H 4.569 -1.613 -0.396
H 2.799 -3.938 0.444
H 5.825 -3.854 0.017
H 4.945 -5.202 0.739
H 4.670 -4.773 -0.952
H 5.023 -2.529 1.970
H 3.877 -3.682 2.625
H 0.238 4.031 0.177
H -0.167 2.543 -0.664
H -1.511 4.383 -1.590
H -2.114 4.808 0.008
*
```

These are the natural (NBO) partial charges, in e, on atoms 1 to 6: atom 1 (C): -0.24, atom 2 (O): -0.56, atom 3 (C): -0.05, atom 4 (C): -0.43, atom 5 (C): -0.41, atom 6 (C): -0.50



Density functional theory data (the ωB97M-V functional and the def2-TZVPD basis) for a molecular structure, C22H36N8O6P2RhS in a non-equilibrium geometry.

ORCA input file:
```
! RIJCOSX wB97M-V def2-TZVPD def2/J DEFGRID3
* xyz 1 1
Rh 0.749 -0.535 0.930
N 4.712 0.989 2.284
C 3.533 0.360 2.139
S 2.101 1.379 2.032
N 3.479 -0.932 2.143
N 2.411 -1.576 1.745
C 2.057 -2.720 2.277
C 0.931 -3.410 1.724
C 0.415 -4.599 2.261
C -0.696 -5.173 1.676
C -1.260 -4.570 0.557
C -0.696 -3.393 0.085
N 0.349 -2.826 0.653
H 4.725 1.971 2.496
H 5.537 0.443 2.472
H 2.583 -3.129 3.133
H 0.874 -5.031 3.137
H -1.121 -6.078 2.082
H -2.123 -4.991 0.069
H -1.106 -2.879 -0.774
C 2.681 -2.028 -2.208
N 1.968 -1.056 -3.024
C 0.984 -1.636 -3.917
P 1.735 0.405 -2.266
O 2.011 0.402 -0.820
O 0.198 0.858 -2.641
P -1.125 0.714 -1.683
O -0.922 -0.300 -0.635
N -1.466 2.218 -1.086
C -1.668 3.302 -2.027
C -0.877 2.608 0.181
N -2.342 0.346 -2.742
C -3.251 -0.709 -2.336
C -2.219 0.501 -4.176
N 2.668 1.530 -3.036
C 2.905 2.769 -2.320
C 2.512 1.674 -4.468
H 3.174 -2.743 -2.868
H 2.013 -2.559 -1.521
H 3.433 -1.500 -1.624
H 1.481 -2.399 -4.520
H 0.588 -0.870 -4.581
H 0.153 -2.104 -3.375
H -2.241 2.935 -2.876
H -0.722 3.720 -2.385
H -2.242 4.094 -1.545
H -0.837 1.737 0.842
H -1.512 3.364 0.645
H 0.134 3.013 0.067
H -3.227 -0.796 -1.253
H -2.976 -1.672 -2.779
H -4.262 -0.452 -2.654
H -1.523 1.305 -4.401
H -3.202 0.747 -4.584
H -1.864 -0.417 -4.654
H 3.002 2.540 -1.260
H 2.095 3.494 -2.456
H 3.832 3.211 -2.684
H 2.414 0.682 -4.902
H 3.403 2.158 -4.869
H 1.636 2.277 -4.735
O -0.482 2.374 5.354
C -1.626 1.698 5.160
C -2.808 2.078 5.799
C -3.989 1.412 5.554
C -4.017 0.336 4.679
C -2.855 -0.064 4.052
C -1.655 0.607 4.277
C -0.452 0.194 3.494
O 0.675 0.618 3.796
O -0.684 -0.585 2.517
H -0.624 3.093 5.985
H -2.792 2.913 6.487
H -4.891 1.733 6.052
H -4.945 -0.177 4.485
H -2.850 -0.893 3.362
*
```

These are the Löwdin partial charges, in e, on atoms 1 to 6: atom 1 (Rh): 1.03, atom 2 (N): 0.10, atom 3 (C): -0.76, atom 4 (S): 0.84, atom 5 (N): 0.00, atom 6 (N): -0.09



Density functional theory data (the ωB97M-V functional and the def2-TZVPD basis) for 8 unconnected molecules or ions with the total composition C22H36O20 in a non-equilibrium geometry.

Calculated values
SMILES string	O=C1OCCO1.O=C1OCCO1.O=C1OCCO1.O=C1OCCO1.O=C1OCCO1.O=C1OCCO1.CCO.CCO

ORCA input file:
```
! RIJCOSX wB97M-V def2-TZVPD def2/J DEFGRID3
* xyz 0 1
O -1.785 1.681 -2.192
C -0.898 1.407 -1.329
O 0.322 1.988 -1.289
C 1.071 1.597 -0.157
C 0.240 0.411 0.359
O -1.009 0.601 -0.254
H 2.061 1.177 -0.334
H 1.103 2.421 0.556
H 0.051 0.264 1.422
H 0.769 -0.490 0.046
O -4.878 -1.292 2.842
C -4.352 -0.183 2.742
O -4.890 0.881 2.137
C -4.033 1.982 2.271
C -2.667 1.254 2.621
O -3.080 0.065 3.149
H -4.117 2.308 1.234
H -4.335 2.676 3.055
H -2.130 1.824 3.379
H -1.983 1.143 1.779
O 0.585 -2.422 2.373
C 0.695 -3.300 3.229
O -0.308 -4.062 3.619
C -0.018 -4.580 4.926
C 1.473 -4.619 4.914
O 1.770 -3.609 3.951
H -0.335 -3.922 5.734
H -0.472 -5.569 4.997
H 1.938 -5.543 4.570
H 1.997 -4.336 5.828
O 1.381 1.761 -7.185
C 0.327 2.027 -6.596
O -0.727 1.216 -6.403
C -1.687 1.835 -5.613
C -1.311 3.344 -5.611
O 0.011 3.268 -6.101
H -2.682 1.558 -5.959
H -1.594 1.444 -4.599
H -1.385 3.632 -4.562
H -1.921 4.068 -6.152
O -1.035 -6.152 -2.989
C -0.896 -5.582 -1.897
O -1.201 -5.988 -0.748
C -0.712 -5.105 0.233
C -0.456 -3.842 -0.450
O -0.371 -4.322 -1.830
H -1.621 -5.015 0.828
H 0.161 -5.432 0.796
H 0.389 -3.283 -0.049
H -1.252 -3.097 -0.426
O -0.219 4.203 1.801
C -0.983 4.958 2.296
O -2.340 4.896 2.181
C -2.845 5.900 2.979
C -1.817 6.142 4.042
O -0.676 5.793 3.281
H -2.923 6.847 2.445
H -3.741 5.587 3.514
H -1.892 5.497 4.918
H -1.852 7.182 4.366
C 2.824 2.266 -3.952
C 3.775 1.833 -2.826
O 3.810 0.396 -2.785
H 3.249 1.955 -4.906
H 2.837 3.353 -4.023
H 1.787 1.965 -3.803
H 3.266 2.237 -1.951
H 4.791 2.214 -2.929
H 2.941 -0.011 -2.777
C 4.634 -3.016 -0.532
C 3.154 -3.015 -0.101
O 2.618 -4.290 0.235
H 5.158 -2.060 -0.492
H 4.839 -3.449 -1.511
H 5.144 -3.588 0.242
H 2.493 -2.593 -0.858
H 3.062 -2.431 0.815
H 2.706 -4.859 -0.534
*
```

These are the Löwdin partial charges, in e, on atoms 1 to 6: atom 1 (O): 0.08, atom 2 (C): -0.46, atom 3 (O): 0.06, atom 4 (C): -0.10, atom 5 (C): -0.12, atom 6 (O): 0.04



Density functional theory data (the ωB97M-V functional and the def2-TZVPD basis) for 3 unconnected molecules or ions with the total composition C22H37IN4O4 in a non-equilibrium geometry.

Calculated values
SMILES string	C#C[C@](C#N)(CCCO)[C@@](C#N)(CCCI)CCOCC.CNC(C)=O.CNC(C)=O

ORCA input file:
```
! RIJCOSX wB97M-V def2-TZVPD def2/J DEFGRID3
* xyz 0 1
C 1.269 -3.307 1.287
C 0.314 -3.656 0.438
C -0.784 -3.612 -0.763
C -2.099 -4.359 -0.142
N -3.038 -4.936 0.393
C -0.237 -4.571 -1.931
C -1.257 -4.832 -3.157
C -0.573 -4.402 -4.588
O -1.481 -3.551 -5.391
C -1.220 -2.124 -1.199
C -2.806 -2.102 -1.594
N -3.983 -2.164 -1.922
C -1.130 -1.179 0.143
C -2.039 0.171 0.012
C -3.436 0.065 0.869
I -3.434 1.578 2.462
C -0.441 -1.498 -2.459
C 1.170 -1.553 -2.380
O 1.808 -0.247 -2.248
C 2.163 0.048 -0.869
C 3.682 0.626 -0.696
H 2.218 -3.412 1.942
H -0.052 -5.612 -1.437
H 0.783 -4.269 -2.378
H -1.409 -5.986 -3.251
H -2.309 -4.392 -3.023
H -0.276 -5.312 -5.221
H 0.375 -3.738 -4.425
H -1.029 -2.670 -5.488
H -0.052 -0.929 0.441
H -1.621 -1.788 1.009
H -1.431 1.007 0.553
H -2.200 0.517 -1.070
H -3.603 -0.999 1.303
H -4.331 0.280 0.155
H -0.889 -1.934 -3.435
H -0.723 -0.365 -2.485
H 1.573 -2.329 -1.606
H 1.531 -1.965 -3.412
H 1.414 0.863 -0.500
H 2.067 -0.835 -0.139
H 3.740 1.775 -0.787
H 3.983 0.379 0.407
H 4.452 0.066 -1.352
C -5.250 2.206 7.294
N -3.953 2.304 6.662
C -2.728 2.372 7.253
C -2.664 2.346 8.756
O -1.721 2.452 6.560
H -5.732 1.290 6.946
H -5.848 3.065 6.982
H -5.180 2.189 8.381
H -3.912 2.327 5.652
H -1.623 2.407 9.075
H -3.204 3.201 9.170
H -3.087 1.411 9.133
C 4.854 5.512 -4.274
N 4.586 4.332 -3.483
C 4.851 4.122 -2.165
C 5.506 5.231 -1.389
O 4.555 3.050 -1.646
H 3.906 5.875 -4.677
H 5.507 5.227 -5.102
H 5.327 6.301 -3.694
H 4.146 3.540 -3.934
H 5.652 4.913 -0.355
H 6.483 5.465 -1.819
H 4.869 6.118 -1.391
*
```

These are the natural (NBO) partial charges, in e, on atoms 1 to 6: atom 1 (C): -0.28, atom 2 (C): 0.09, atom 3 (C): -0.19, atom 4 (C): 0.27, atom 5 (N): -0.29, atom 6 (C): -0.42



Density functional theory data (the ωB97M-V functional and the def2-TZVPD basis) for a molecular structure, C22H37N2O17S2 in a non-equilibrium geometry.

ORCA input file:
```
! RIJCOSX wB97M-V def2-TZVPD def2/J DEFGRID3
* xyz -1 1
C 0.521 -1.199 -1.058
C 1.333 -1.372 0.248
N 2.219 -0.201 0.341
C 2.555 0.174 1.718
C 2.483 1.725 1.840
S 4.095 2.505 1.856
O 4.606 2.377 3.198
O 4.985 1.884 0.889
N 3.889 4.089 1.502
S 4.167 4.405 -0.065
O 3.478 3.528 -0.972
O 3.782 5.781 -0.269
C 3.372 -0.326 -0.510
C 4.528 -1.279 -0.218
O 3.447 0.351 -1.458
H 0.290 -0.135 -1.123
H -0.378 -1.808 -1.076
H 1.212 -1.437 -1.863
H 1.860 -2.343 0.259
H 0.638 -1.375 1.091
H 3.547 -0.174 2.044
H 1.817 -0.199 2.428
H 1.932 1.991 2.737
H 1.902 2.084 0.990
H 5.513 4.377 -0.280
H 5.436 -0.676 -0.218
H 4.436 -1.839 0.714
H 4.611 -1.942 -1.084
C 4.376 1.154 -5.684
C 2.996 0.555 -5.801
C 1.906 1.404 -5.202
O 0.914 0.421 -4.875
C 1.580 -0.736 -4.628
O 1.098 -1.693 -4.116
O 2.877 -0.645 -5.024
H 4.619 1.368 -4.642
H 5.129 0.454 -6.050
H 4.446 2.078 -6.260
H 2.780 0.301 -6.845
H 1.511 2.142 -5.897
H 2.210 1.903 -4.279
C -3.327 -6.370 -3.560
C -2.572 -5.121 -3.177
C -1.369 -5.371 -2.308
O -1.237 -4.129 -1.613
C -2.487 -3.597 -1.524
O -2.784 -2.676 -0.838
O -3.358 -4.271 -2.329
H -3.637 -6.926 -2.673
H -4.235 -6.115 -4.108
H -2.710 -7.017 -4.185
H -2.307 -4.550 -4.071
H -0.470 -5.593 -2.880
H -1.530 -6.162 -1.570
C -2.849 4.114 5.015
C -1.982 2.894 4.827
C -0.515 3.146 5.059
O 0.084 2.124 4.251
C -0.779 1.874 3.231
O -0.527 1.234 2.265
O -1.987 2.457 3.462
H -2.519 4.929 4.369
H -3.882 3.891 4.745
H -2.822 4.451 6.052
H -2.351 2.070 5.444
H -0.224 3.043 6.102
H -0.182 4.118 4.687
C -5.474 0.702 1.062
C -4.722 0.267 2.295
C -4.985 -1.157 2.695
O -4.719 -1.119 4.103
C -4.996 0.144 4.522
O -5.077 0.471 5.663
O -5.169 0.982 3.463
H -6.549 0.557 1.189
H -5.317 1.764 0.874
H -5.141 0.138 0.190
H -3.653 0.461 2.172
H -4.333 -1.867 2.191
H -6.027 -1.458 2.551
*
```

These are the Löwdin partial charges, in e, on atoms 1 to 6: atom 1 (C): -0.05, atom 2 (C): -0.22, atom 3 (N): -0.09, atom 4 (C): -0.18, atom 5 (C): -0.21, atom 6 (S): 0.48



Density functional theory data (the ωB97M-V functional and the def2-TZVPD basis) for C22H37N3O3 in the gas phase.

Calculated values
ΔE to the lowest compared entry with this formula, charge and spin	43.4	kcal per mole
SMILES string	CCC(CC)(CC)C(=O)N1C[C@H]2ON=C(CNC(=O)C3CCCCCC3)[C@@H]2C1

ORCA input file:
```
! RIJCOSX wB97M-V def2-TZVPD def2/J DEFGRID3
* xyz 0 1
C -0.478 2.844 -3.286
C 0.281 2.690 -1.970
C 1.374 1.601 -1.971
C 0.786 0.257 -2.444
C -0.466 -0.208 -1.707
C 2.529 1.992 -2.925
C 3.758 1.091 -2.858
C 1.954 1.380 -0.557
O 2.135 0.250 -0.129
N 2.325 2.433 0.231
C 2.918 2.094 1.553
C 3.079 3.491 2.095
O 4.002 3.876 3.098
N 4.232 5.249 2.825
C 3.919 5.510 1.611
C 4.179 6.897 1.097
N 3.288 7.320 0.036
C 3.355 6.774 -1.206
O 4.185 5.922 -1.479
C 2.397 7.354 -2.235
C 3.139 8.462 -3.004
C 2.204 9.330 -3.850
C 1.958 8.829 -5.275
C 1.769 7.315 -5.416
C 0.976 6.650 -4.288
C 1.848 6.226 -3.107
C 3.537 4.255 0.885
C 2.453 3.878 -0.098
H -1.178 3.678 -3.215
H 0.196 3.057 -4.118
H -1.051 1.953 -3.542
H 0.728 3.654 -1.738
H -0.428 2.483 -1.164
H 0.573 0.353 -3.513
H 1.552 -0.508 -2.339
H -0.788 -1.178 -2.089
H -0.266 -0.322 -0.643
H -1.303 0.482 -1.830
H 2.130 1.981 -3.942
H 2.838 3.023 -2.739
H 4.526 1.454 -3.543
H 4.187 1.070 -1.855
H 3.525 0.063 -3.135
H 2.239 1.454 2.110
H 3.871 1.575 1.434
H 2.089 3.874 2.391
H 4.103 7.596 1.926
H 5.204 6.931 0.719
H 2.581 8.006 0.234
H 1.562 7.826 -1.703
H 3.649 9.095 -2.272
H 3.923 8.011 -3.618
H 1.249 9.422 -3.322
H 2.605 10.344 -3.910
H 1.076 9.342 -5.668
H 2.793 9.134 -5.912
H 1.280 7.122 -6.373
H 2.745 6.825 -5.477
H 0.162 7.302 -3.953
H 0.497 5.748 -4.676
H 2.697 5.644 -3.478
H 1.273 5.552 -2.465
H 4.476 3.818 0.517
H 2.752 4.029 -1.127
H 1.519 4.415 0.095
*
```

These are the natural (NBO) partial charges, in e, on atoms 1 to 6: atom 1 (C): -0.62, atom 2 (C): -0.39, atom 3 (C): -0.13, atom 4 (C): -0.39, atom 5 (C): -0.62, atom 6 (C): -0.38



Number 1: E_tot -35503.1950 eV. Number 2: E_tot -80022.8972 eV. Number 3: E_tot -64345.0826 eV. Number 4: E_tot -45656.1941 eV. Number 5: E_tot -82873.7831 eV. Number 6: E_tot -34026.7524 eV.